Below is a 2-piece molecular cluster, C5H7N2OS overall in a non-equilibrium geometry, with properties calculated with ωB97M-V/def2-TZVPD.

Properties
Maximum force ... 4.4 eV/Å
Highest occupied orbital energy ... -2.97 eV
Frontier orbital gap ... 6.533 eV
Molecular weight ... 143.191 g mol⁻¹

```
! RIJCOSX wB97M-V def2-TZVPD def2/J DEFGRID3
* xyz -1 1
C -0.075 -0.529 1.824
C -0.596 0.207 0.701
C 1.185 -0.961 1.764
C 0.318 0.510 -0.338
C 0.043 1.230 -1.624
N 2.014 -0.713 0.734
N 1.627 0.118 -0.193
O 2.505 0.661 -0.860
S -2.670 -1.749 -0.798
H -0.799 -0.876 2.665
H -1.466 0.808 0.701
H 1.683 -1.637 2.483
H 0.089 0.476 -2.372
H 0.924 1.987 -1.880
H -0.940 1.637 -1.616
H -3.842 -1.168 -1.191
*
```